Entry 1:
{
  "formula": "C43H49ClN5O7P2S2V",
  "method": "the ωB97M-V functional and the def2-TZVPD basis",
  "species": ["V", "C", "P", "C", "N", "C", "C", "C", "C", "C", "C", "N", "C", "P", "C", "C", "C", "C", "C", "C", "C", "C", "C", "H", "H", "H", "H", "H", "H", "H", "H", "H", "H", "H", "H", "H", "H", "H", "H", "H", "H", "H", "H", "H", "H", "H", "H", "H", "H", "H", "H", "C", "O", "C", "C", "C", "C", "C", "C", "O", "C", "O", "C", "H", "H", "H", "H", "H", "H", "H", "H", "H", "Cl", "C", "C", "C", "C", "C", "C", "C", "O", "O", "H", "H", "H", "H", "N", "C", "C", "C", "C", "C", "C", "S", "O", "O", "N", "C", "S", "C", "C", "N", "H", "H", "H", "H", "H", "H", "H", "H"],
  "positions_angstrom": [[0.68987, 0.51357, -0.26674], [3.52521, 0.79022, 1.99309], [1.94226, -0.08650, 1.82708], [0.93344, 0.50171, 3.23552], [1.18894, 0.03272, 4.43002], [0.38686, 0.43518, 5.44577], [0.61294, -0.05330, 6.75333], [-0.20834, 0.33971, 7.76795], [-1.28599, 1.22830, 7.52827], [-1.52538, 1.71557, 6.27761], [-0.68573, 1.33011, 5.20712], [-0.90801, 1.82800, 3.96823], [-0.11661, 1.43286, 3.00682], [-0.40971, 2.10943, 1.33365], [-2.20776, 2.15833, 1.14807], [0.15907, 3.88486, 1.37348], [1.68450, 3.90943, 1.25604], [-0.26708, 4.58690, 2.66563], [-0.48096, 4.60528, 0.17928], [2.34330, -1.88432, 2.09934], [1.07183, -2.64738, 2.47894], [3.41181, -2.05698, 3.18556], [2.87883, -2.42116, 0.76472], [3.87176, 0.73658, 3.02314], [3.41112, 1.82716, 1.69072], [4.25920, 0.32541, 1.33459], [1.43973, -0.73354, 6.91210], [-0.04242, -0.02941, 8.77169], [-1.92200, 1.52071, 8.35365], [-2.33986, 2.39732, 6.06888], [-2.64709, 2.65878, 2.01072], [-2.58457, 1.14110, 1.07760], [-2.46684, 2.68342, 0.23299], [2.15158, 3.42198, 2.11521], [2.03039, 4.94548, 1.24613], [2.02997, 3.42862, 0.33766], [0.26051, 4.19615, 3.53497], [-1.33853, 4.49731, 2.84836], [-0.02787, 5.64963, 2.57410], [-0.33962, 4.07000, -0.75905], [-0.01346, 5.58694, 0.07314], [-1.54884, 4.75991, 0.33226], [0.65679, -2.30718, 3.42602], [1.32303, -3.70648, 2.57772], [0.30476, -2.55484, 1.70929], [3.09066, -1.63354, 4.13447], [4.36556, -1.61380, 2.89528], [3.58120, -3.12740, 3.32583], [2.11400, -2.41528, -0.01084], [3.20837, -3.45163, 0.91342], [3.74135, -1.85237, 0.40363], [-0.24406, -3.92603, -3.92345], [-1.20618, -4.41792, -3.00003], [-1.41146, -3.72083, -1.87122], [-2.39911, -4.21818, -1.02302], [-2.72750, -3.53411, 0.12078], [-2.07379, -2.35532, 0.49562], [-2.44943, -1.60593, 1.71617], [-3.83392, -1.80511, 2.27149], [-1.65555, -0.86082, 2.26774], [-1.07500, -1.89191, -0.36341], [-0.48118, -0.69245, -0.14920], [-0.74346, -2.54766, -1.54474], [-0.19608, -4.66049, -4.71998], [0.73695, -3.83178, -3.45080], [-0.55375, -2.96551, -4.33336], [-2.91002, -5.13200, -1.29715], [-3.51299, -3.92631, 0.75166], [-4.58178, -1.68361, 1.48682], [-4.00107, -1.08295, 3.06508], [-3.93300, -2.81134, 2.68640], [-0.00234, -2.09698, -2.18771], [7.59958, -0.19164, -4.97983], [6.18815, -0.07133, -3.99553], [6.05567, 1.00485, -3.12795], [4.92249, 1.09783, -2.34083], [3.93343, 0.12099, -2.42474], [4.07859, -0.95155, -3.29918], [5.20816, -1.05213, -4.08906], [2.73252, 0.22259, -1.58747], [2.57228, 1.19454, -0.76772], [1.80083, -0.63333, -1.62285], [6.83435, 1.75373, -3.07867], [4.79729, 1.92752, -1.65634], [3.29940, -1.70050, -3.35403], [5.33907, -1.87689, -4.77554], [-4.16121, -2.56920, -6.64953], [-4.08272, -1.75767, -5.53301], [-3.86639, -2.31450, -4.26422], [-3.74623, -1.50242, -3.15564], [-3.82991, -0.12185, -3.29410], [-4.04987, 0.44446, -4.54098], [-4.17646, -0.36795, -5.65294], [-3.57380, 0.88604, -1.88053], [-4.12231, 0.20661, -0.73585], [-4.03124, 2.22340, -2.17806], [-1.96828, 0.86654, -1.66286], [-1.15154, 1.75107, -2.17911], [-1.48934, 2.98690, -3.36509], [0.18955, 3.43764, -3.39143], [0.89466, 2.70889, -2.51804], [0.16302, 1.75831, -1.81483], [-4.40720, -3.53185, -6.49228], [-4.59617, -2.17276, -7.46549], [-3.80604, -3.39192, -4.15526], [-3.59904, -1.93350, -2.17456], [-4.14089, 1.52014, -4.63147], [-4.35648, 0.07387, -6.62632], [0.55116, 4.23070, -4.02561], [1.94757, 2.81808, -2.32320]],
  "charge": 1,
  "s2": 0.772,
  "orbital_gap_ev": [5.93, 6.43],
  "homo_energy_ha": [-0.3615, -0.3620],
  "spin_multiplicity": 2
}

***

Entry 2:
{
  "formula": "C43H50BGe2N4O2STi",
  "method": "the ωB97M-V functional and the def2-TZVPD basis",
  "species": ["Ti", "C", "C", "C", "C", "C", "H", "H", "H", "H", "H", "N", "C", "C", "C", "C", "C", "C", "C", "C", "N", "C", "H", "H", "H", "H", "H", "H", "H", "H", "C", "N", "C", "C", "N", "C", "S", "H", "H", "H", "H", "H", "H", "C", "Ge", "C", "C", "Ge", "C", "C", "C", "C", "C", "C", "C", "C", "C", "C", "C", "C", "H", "H", "H", "H", "H", "H", "H", "H", "H", "H", "H", "H", "H", "H", "H", "H", "H", "H", "H", "C", "C", "C", "C", "C", "C", "C", "C", "O", "B", "O", "C", "C", "H", "H", "H", "H", "H", "H", "H", "H", "H", "H", "H", "H"],
  "positions_angstrom": [[-0.73709, -0.91816, 1.20153], [-2.29124, -2.01685, 2.40599], [-2.48966, -0.80857, 3.06271], [-3.41669, -0.02403, 2.28985], [-3.77180, -0.72002, 1.17135], [-2.99101, -1.95416, 1.11239], [-1.82172, -2.89717, 2.82495], [-2.09901, -0.54616, 4.02775], [-3.76572, 0.96269, 2.54909], [-4.41741, -0.37352, 0.37983], [-3.45230, -2.86448, 0.73658], [0.54718, -2.81774, 1.25210], [1.82710, -2.57974, 0.63813], [2.96962, -3.26782, 0.90940], [4.15982, -2.97670, 0.20215], [4.17954, -2.04344, -0.79642], [3.00345, -1.30943, -1.09630], [2.92190, -0.32635, -2.11523], [1.74599, 0.33311, -2.32009], [0.65756, 0.05964, -1.46714], [0.70113, -0.82548, -0.49877], [1.84095, -1.56009, -0.34270], [-0.04706, -3.32723, 0.58846], [0.63446, -3.35617, 2.10063], [2.97572, -4.04472, 1.66452], [5.05527, -3.53434, 0.44497], [5.08278, -1.84599, -1.35904], [3.79699, -0.11089, -2.71570], [1.62596, 1.08590, -3.08621], [-0.26902, 0.61343, -1.57497], [0.03980, 1.04809, 5.91074], [1.36521, 1.20866, 5.33889], [2.26980, 2.20752, 5.65855], [3.34767, 2.03378, 4.87525], [3.08891, 0.93443, 4.08474], [1.86914, 0.42196, 4.35706], [1.14861, -0.95969, 3.69439], [-0.00195, 1.60268, 6.84461], [-0.15062, -0.00716, 6.07736], [-0.69974, 1.44116, 5.21048], [2.04197, 2.95776, 6.39180], [4.25506, 2.60163, 4.79175], [3.66737, 0.56250, 3.35650], [-1.49998, 5.10484, -0.05582], [-1.79599, 3.17216, -0.31127], [-3.70681, 2.88899, 0.08556], [-1.59666, 2.78140, -2.23690], [-0.42344, 1.77813, 1.18027], [1.44042, 2.26540, 0.56785], [1.78834, 3.38282, -0.19394], [3.10992, 3.65376, -0.53623], [4.13190, 2.80861, -0.12507], [3.81160, 1.67878, 0.61237], [2.48484, 1.41741, 0.94259], [-0.60648, 3.01691, 2.73164], [-1.85016, 3.18572, 3.35264], [-2.03207, 4.06788, 4.40814], [-0.95992, 4.81145, 4.88510], [0.28628, 4.65318, 4.29676], [0.45856, 3.76774, 3.23616], [-2.37352, 5.64218, -0.43072], [-0.62572, 5.48428, -0.58621], [-1.38240, 5.34080, 1.00235], [-4.30696, 3.49474, -0.59651], [-3.94770, 3.20003, 1.10238], [-3.98647, 1.84482, -0.03779], [-2.21497, 3.45320, -2.83396], [-1.91995, 1.75904, -2.44412], [-0.56159, 2.89830, -2.56186], [1.02320, 4.07472, -0.53846], [3.33955, 4.53137, -1.12732], [5.15878, 3.02038, -0.39360], [4.59318, 0.98214, 0.89997], [2.25064, 0.50463, 1.47833], [-2.70205, 2.60922, 3.00894], [-3.01264, 4.17944, 4.85469], [-1.09487, 5.50947, 5.70231], [1.13478, 5.22588, 4.65434], [1.44023, 3.66594, 2.79222], [0.38850, -3.87035, -6.40925], [-0.72972, -4.56234, -5.61651], [-0.17944, -5.87233, -5.05364], [-1.88355, -4.90339, -6.56639], [-1.21976, -3.62060, -4.51458], [-1.80007, -2.40109, -4.86527], [-2.26526, -1.49483, -3.91229], [-2.12556, -1.83852, -2.58911], [-2.48379, -1.11842, -1.48366], [-1.94469, -1.82312, -0.36180], [-1.48970, -3.14257, -0.85963], [-1.54548, -3.04579, -2.21827], [-1.08944, -3.94319, -3.15845], [0.76086, -4.52496, -7.20076], [1.22413, -3.61437, -5.75589], [0.03566, -2.94929, -6.87313], [0.13904, -6.51863, -5.87304], [-0.93530, -6.41189, -4.47976], [0.68529, -5.70783, -4.40871], [-1.53508, -5.56939, -7.35795], [-2.29711, -4.01254, -7.03815], [-2.69289, -5.40185, -6.02999], [-1.90340, -2.14061, -5.91044], [-2.71762, -0.55338, -4.19531], [-0.64445, -4.87334, -2.83481]],
  "s2": 0.761,
  "orbital_gap_ev": [5.94, 5.64],
  "homo_energy_ha": [-0.2248, -0.2139],
  "spin_multiplicity": 2
}

***

Entry 3:
{
  "formula": "C43H50Br2F6GeKN3O4PSbSe",
  "method": "the ωB97M-V functional and the def2-TZVPD basis",
  "species": ["K", "C", "C", "C", "C", "C", "C", "P", "C", "C", "C", "C", "C", "C", "C", "C", "C", "C", "C", "C", "H", "H", "H", "H", "H", "H", "H", "H", "H", "H", "H", "H", "H", "H", "Br", "C", "C", "C", "Br", "C", "C", "C", "C", "N", "C", "C", "O", "H", "H", "H", "H", "O", "N", "F", "Sb", "F", "F", "F", "F", "F", "C", "Ge", "C", "C", "C", "Se", "C", "H", "H", "H", "H", "H", "H", "H", "H", "H", "H", "H", "H", "H", "H", "O", "C", "O", "C", "N", "C", "C", "C", "H", "H", "H", "H", "H", "H", "H", "H", "H", "C", "C", "C", "C", "C", "C", "H", "H", "H", "H", "H", "H", "H", "H", "H"],
  "positions_angstrom": [[0.53758, 1.03814, 0.47720], [5.28009, -6.24631, -2.12901], [3.92798, -6.41580, -1.86904], [3.19711, -5.39750, -1.27419], [3.80962, -4.19699, -0.92138], [5.17166, -4.04582, -1.17254], [5.90120, -5.05552, -1.78029], [2.94844, -2.77700, -0.12117], [1.37977, -3.59347, 0.33587], [0.21089, -3.57141, -0.41440], [-0.90392, -4.28313, 0.00608], [-0.86122, -5.02866, 1.17369], [0.29378, -5.03501, 1.94141], [1.40126, -4.31186, 1.52978], [2.53899, -1.83605, -1.64440], [2.83230, -2.22317, -2.95858], [2.59309, -1.35446, -4.01745], [2.05092, -0.09217, -3.81111], [1.73724, 0.32718, -2.51676], [2.00606, -0.58180, -1.53112], [5.84997, -7.04092, -2.59245], [3.43813, -7.34579, -2.12912], [2.14183, -5.53874, -1.07420], [5.66341, -3.12464, -0.88306], [6.95758, -4.91701, -1.96915], [0.16154, -2.96665, -1.31045], [-1.82690, -4.21883, -0.55628], [-1.74000, -5.56354, 1.51137], [0.32177, -5.57494, 2.87994], [2.28833, -4.28501, 2.15198], [3.27015, -3.19883, -3.14938], [2.84268, -1.67077, -5.02259], [1.88310, 0.57336, -4.64826], [1.32529, 1.30891, -2.31948], [2.91006, -1.27195, 4.25194], [1.06657, -1.68809, 4.06822], [0.41237, -2.30605, 5.13000], [-0.90080, -2.67537, 5.03030], [-1.73722, -3.51804, 6.52353], [-1.62458, -2.44293, 3.83924], [-2.96988, -2.80452, 3.63697], [-3.55703, -2.56880, 2.42443], [-2.79636, -1.96557, 1.41136], [-1.54847, -1.60552, 1.57049], [-0.95050, -1.81950, 2.75193], [0.45743, -1.39908, 2.83217], [1.01431, -0.86770, 1.84313], [0.96107, -2.49626, 6.04257], [-3.51920, -3.27623, 4.44204], [-4.58395, -2.85280, 2.23988], [-3.21836, -1.80415, 0.42535], [-2.57521, 1.58234, 1.62101], [-2.16932, 1.41463, 0.47899], [0.23494, 3.29300, -0.69355], [1.75162, 4.26148, -0.04568], [3.26705, 5.20136, 0.56132], [2.56882, 2.59258, 0.40111], [0.96533, 4.25157, 1.67003], [2.48582, 4.12582, -1.78845], [0.86444, 5.86026, -0.51955], [-8.01587, 1.43535, 1.24771], [-6.22598, 0.62064, 1.26068], [-5.41045, 0.63166, 3.02534], [-6.42385, -1.21984, 0.58647], [-5.10469, 1.72474, 0.02544], [-3.94810, 0.60808, -1.04737], [-5.39290, 0.18537, -2.36688], [-8.69861, 0.85325, 1.86656], [-8.41896, 1.46860, 0.23558], [-7.98435, 2.45103, 1.63993], [-5.92756, -0.05847, 3.69087], [-5.45088, 1.63205, 3.45371], [-4.36468, 0.34293, 2.93795], [-6.67995, -1.85605, 1.43396], [-5.51237, -1.62005, 0.14724], [-7.23238, -1.29030, -0.14096], [-4.42304, 2.32728, 0.62449], [-5.68569, 2.34237, -0.65600], [-6.08203, -0.49482, -1.87219], [-4.91374, -0.31872, -3.20122], [-5.90101, 1.08585, -2.70180], [-3.20714, -2.48434, -2.29247], [-2.16674, -2.02389, -2.99628], [-1.50581, -1.07890, -2.66819], [-1.87986, -2.82445, -4.27372], [-2.79886, -3.97224, -4.36981], [-2.00598, -5.21290, -4.45323], [-0.69580, -4.84291, -3.77041], [-0.46300, -3.41776, -4.26139], [-1.99938, -2.12446, -5.10375], [-3.44504, -3.88148, -5.14162], [-3.50118, -3.29039, -2.78790], [-1.81670, -5.49303, -5.49633], [-2.53089, -6.03634, -3.96770], [0.11762, -5.52218, -4.01982], [-0.81543, -4.85861, -2.68677], [-0.05907, -3.42671, -5.27566], [0.21640, -2.83120, -3.64599], [-2.91061, 3.98587, -4.89576], [-1.88464, 3.37383, -3.93332], [-1.12055, 4.48394, -3.20078], [-0.90150, 2.48465, -4.70918], [-2.58253, 2.52297, -2.96524], [-3.12964, 1.76074, -2.21266], [-2.39378, 4.58896, -5.64357], [-3.60712, 4.62861, -4.35812], [-3.47936, 3.20903, -5.40841], [-0.65716, 5.14690, -3.93240], [-0.34609, 4.07297, -2.55983], [-1.78758, 5.07080, -2.56996], [-0.32230, 3.09842, -5.40081], [-1.43387, 1.72300, -5.28063], [-0.21865, 1.98463, -4.02446]],
  "charge": -1,
  "s2": 1.768,
  "orbital_gap_ev": [5.33, 5.62],
  "homo_energy_ha": [-0.1412, -0.1532],
  "spin_multiplicity": 2
}

***

no.,DFT total energy (hartree)
1,-5351.67060
2,-7464.50058
3,-13540.94803